# 1
# C16H22F6N3O12PTi

C16H22F6N3O12PTi as an isolated structure at a distorted geometry (ωB97M-V with the def2-TZVPD basis set, the OMol25 dataset).

Calculated values
Net charge ... +1
Multiplicity ... 4
Energy above the lowest of the compared OMol25 structures with the same formula, charge and spin ... 32.5 kcal per mole
<S²> ... 3.7711
LUMO level (spin up / spin down) ... -4.173 / -7.460 eV

Each line ends with the Mulliken charge.
Cartesian coordinates (Å):
Ti  -1.002  -0.417  -0.089  -0.276
C  -0.782  -3.490  -1.277  -0.802
C  -1.620  -3.499  -0.022  -0.657
O  -1.222  -2.409  0.820  -0.063
C  -0.270  -2.669  1.857  -0.721
C  1.131  -2.714  1.279  -0.914
O  1.200  -1.757  0.211  0.025
C  2.423  -1.027  0.208  -0.655
C  2.504  -0.263  -1.089  -1.083
O  1.259  0.370  -1.332  0.325
C  1.283  1.123  -2.553  -0.728
C  -0.129  1.317  -3.113  -0.800
O  -0.967  0.208  -2.860  -0.164
C  -0.830  -0.894  -3.736  -0.794
C  -0.102  -2.000  -3.009  -0.430
O  -0.723  -2.138  -1.726  0.467
H  -1.267  -4.110  -2.036  0.681
H  0.231  -3.870  -1.117  0.236
H  -1.516  -4.437  0.525  0.514
H  -2.669  -3.327  -0.246  0.245
H  -0.528  -3.598  2.367  0.586
H  -0.375  -1.843  2.558  0.213
H  1.384  -3.698  0.875  0.453
H  1.849  -2.471  2.064  0.563
H  3.274  -1.712  0.263  0.604
H  2.459  -0.374  1.083  0.150
H  2.741  -0.937  -1.920  0.513
H  3.311  0.475  -1.022  0.428
H  1.925  0.596  -3.266  0.489
H  1.735  2.102  -2.364  0.325
H  -0.041  1.494  -4.189  0.603
H  -0.615  2.184  -2.677  0.218
H  -0.287  -0.625  -4.647  0.533
H  -1.832  -1.218  -4.019  0.300
H  0.958  -1.777  -2.866  -0.051
H  -0.186  -2.941  -3.555  0.557
O  2.263  5.675  3.817  -0.587
N  1.635  5.557  2.790  1.081
O  1.255  6.445  2.065  -0.581
C  1.208  4.177  2.432  -0.503
C  1.631  3.138  3.266  -0.380
C  1.255  1.874  2.922  -0.934
C  0.444  1.584  1.770  1.498
O  0.106  0.426  1.437  0.578
C  0.027  2.738  0.961  -0.501
C  0.428  4.015  1.297  -0.420
N  -0.766  2.580  -0.170  0.677
O  -1.013  3.596  -0.862  -0.653
O  -1.264  1.425  -0.578  -0.150
N  1.741  0.773  3.810  1.044
O  2.361  1.113  4.788  -0.632
O  1.463  -0.372  3.509  -0.549
H  2.233  3.344  4.137  0.712
H  0.135  4.866  0.704  0.719
F  -2.589  -0.073  1.247  -0.179
P  -4.108  -0.361  0.365  1.461
F  -4.003  -1.854  0.910  -0.402
F  -2.959  -0.826  -0.845  -0.166
F  -3.971  1.110  -0.187  -0.375
F  -4.914  0.105  1.618  -0.322
F  -5.300  -0.712  -0.578  -0.323

# 2
# C22H18ClF6IInN4O5S4

C22H18ClF6IInN4O5S4 as an isolated structure (ωB97M-V with the def2-TZVPD basis set, the OMol25 dataset).

Calculated values
Net charge ... -1
Multiplicity ... 1
Energy above the lowest of the compared OMol25 structures with the same formula, charge and spin ... 0.0 kcal per mole
LUMO level ... 2.149 eV

Each line ends with the Mulliken charge.
Cartesian coordinates (Å):
In  0.064  -0.042  0.204  1.839
C  2.098  -2.872  3.345  -1.872
C  1.617  -2.179  2.082  0.773
S  0.137  -1.258  2.369  -0.504
C  2.302  -2.271  0.932  0.577
C  3.582  -3.060  0.803  -1.586
S  1.891  -1.516  -0.616  -0.366
H  1.354  -2.739  4.126  0.456
H  3.038  -2.440  3.694  0.319
H  2.241  -3.943  3.188  0.372
H  3.862  -3.563  1.725  0.428
H  4.391  -2.389  0.508  0.286
H  3.471  -3.801  0.008  0.262
Cl  -3.589  -3.605  -4.882  -0.307
C  -2.752  -2.395  -3.949  0.663
C  -2.396  -1.217  -4.545  -0.631
C  -1.723  -0.234  -3.816  -0.351
I  -1.220  1.547  -4.806  0.007
C  -1.374  -0.372  -2.470  0.503
O  -0.732  0.525  -1.809  -0.694
C  -1.774  -1.622  -1.866  0.500
N  -1.448  -1.785  -0.574  0.284
C  -1.733  -2.899  0.051  -0.235
C  -2.389  -3.962  -0.588  -1.180
C  -2.751  -3.826  -1.900  -0.839
C  -2.451  -2.634  -2.592  -0.315
H  -2.629  -1.055  -5.588  0.419
H  -1.407  -2.971  1.083  0.480
H  -2.604  -4.869  -0.041  0.421
H  -3.254  -4.627  -2.424  0.416
F  -2.111  3.317  -1.839  -0.231
C  -1.641  3.248  -0.601  0.754
F  -0.329  3.036  -0.639  -0.158
F  -1.841  4.448  -0.048  -0.275
S  -2.527  1.930  0.404  1.093
O  -1.449  1.308  1.187  -0.495
O  -3.264  1.100  -0.483  -0.647
N  -3.480  2.758  1.338  -0.661
S  -2.805  3.229  2.702  0.962
O  -3.692  4.055  3.456  -0.728
O  -1.446  3.671  2.569  -0.544
C  -2.700  1.627  3.712  0.570
F  -3.420  1.762  4.836  -0.275
F  -1.447  1.366  4.080  -0.209
F  -3.188  0.567  3.066  -0.251
C  3.397  3.622  1.944  -0.252
C  3.781  2.714  0.968  -1.172
C  2.891  1.720  0.597  -0.190
N  1.680  1.615  1.135  0.135
C  1.318  2.461  2.094  -0.010
C  2.148  3.483  2.528  -0.910
H  4.064  4.416  2.255  0.383
H  4.750  2.781  0.495  0.407
H  3.150  0.975  -0.142  0.586
H  0.338  2.318  2.527  0.453
H  1.803  4.163  3.293  0.484
C  2.033  -0.249  -4.229  -0.871
C  2.020  0.676  -3.114  0.447
N  2.042  1.402  -2.228  -0.329
H  2.482  -1.188  -3.905  0.252
H  2.608  0.175  -5.052  0.350
H  1.011  -0.434  -4.555  0.208

# 3
# CH8N5

A 2-piece molecular cluster, CH8N5 overall at a distorted geometry (ωB97M-V with the def2-TZVPD basis set, the OMol25 dataset).

Calculated values
Net charge ... +1
Multiplicity ... 1
Energy above the lowest of the compared OMol25 structures with the same formula, charge and spin ... 73.8 kcal per mole
LUMO level ... -4.289 eV

Each line ends with the Mulliken charge.
Cartesian coordinates (Å):
C  0.194  -0.446  0.255  0.055
N  1.426  -0.114  0.305  0.114
N  2.650  -0.411  0.146  -0.169
N  -0.484  -0.782  -0.836  -0.376
N  3.507  0.584  -0.026  -0.192
N  -2.919  0.018  0.344  -0.887
H  -0.530  -0.384  1.017  0.367
H  -0.024  -0.448  -1.685  0.250
H  -1.502  -0.690  -0.590  0.452
H  3.181  1.521  -0.173  0.266
H  4.468  0.298  -0.089  0.282
H  -2.903  0.988  0.115  0.270
H  -3.148  0.167  1.280  0.266
H  -3.915  -0.302  -0.061  0.302

# 4
# C7H6

A 2-piece molecular cluster, C7H6 overall at a distorted geometry (ωB97M-V with the def2-TZVPD basis set, the OMol25 dataset).

Calculated values
Net charge ... 0
Multiplicity ... 1
Energy above the lowest of the compared OMol25 structures with the same formula, charge and spin ... 201.8 kcal per mole
LUMO level (spin up / spin down) ... 0.102 / -0.908 eV

Each line ends with the Mulliken charge.
Cartesian coordinates (Å):
C  -1.929  0.517  -1.772  0.207
C  -1.814  -0.885  -1.406  -0.325
C  -1.082  1.382  -1.035  -0.485
C  -0.420  -0.102  -1.922  -0.540
C  -0.735  -0.927  -0.474  -0.120
C  -0.322  0.416  -0.259  0.243
C  1.616  0.797  1.976  -0.824
H  -2.733  0.650  -2.584  0.265
H  -2.187  -1.690  -1.889  0.371
H  -0.291  -1.816  -0.005  0.330
H  1.232  1.818  1.846  0.290
H  2.713  0.705  1.848  0.290
H  0.993  0.197  2.663  0.297

- Which of these has the highest energy above the lowest of the compared OMol25 structures with the same formula, charge and spin?
  C7H6